(1)
The following is a DFT calculation (the ωB97M-V functional and the def2-TZVPD basis) of a molecular structure, C11H19CoN3O6P at a distorted geometry.

Values from the calculation:
Net charge ... +1
HOMO energy (spin up / spin down) ... -11.535 / -11.523 eV
Energy above the lowest of the compared OMol25 structures with the same formula, charge and spin ... 86.5 kJ/mol
2S+1 ... 4
Expectation value of S² ... 3.783
Kohn-Sham gap (spin up / spin down) ... 6.840 / 4.306 eV
Total energy ... -75376.171 eV
LUMO level (spin up / spin down) ... -4.695 / -7.216 eV

The geometry in XYZ format:
```
41
Properties=species:S:1:pos:R:3:forces:R:3:mulliken_charge:R:1
O 0.22491 -1.77838 1.84040 0.583 0.266 -3.160 -0.22
C 0.46161 -1.67656 0.66456 0.412 -1.738 5.689 0.14
Co 0.46622 -0.80352 -1.15041 1.187 0.049 -1.039 -0.13
C -0.54651 0.61188 -1.36575 -3.166 5.848 -1.208 0.46
O -1.18905 1.52577 -1.61410 1.338 -2.241 0.608 -0.20
C 0.80603 -1.08863 -3.02222 1.735 -1.841 -3.960 0.41
O 1.18680 -1.46728 -4.04188 -1.390 1.393 3.216 -0.21
C -1.11534 -1.56754 -0.84643 -6.678 -4.274 -0.936 0.42
O -2.15611 -2.03556 -0.64342 2.933 1.568 0.147 -0.23
C 1.86202 0.24264 -0.68792 6.225 3.249 1.285 0.35
O 2.75164 0.92358 -0.40161 -3.266 -1.976 -0.891 -0.19
H 1.35602 -2.24404 0.20750 -0.119 -0.051 0.536 0.35
C -2.97775 -0.16054 4.06201 -0.242 -0.107 0.368 -1.14
N -2.60364 0.56456 2.87383 0.685 0.008 -0.712 0.26
C -3.40193 0.29081 1.68817 -0.282 -0.085 -0.054 -1.01
P -1.20540 1.44613 2.74673 -0.534 1.187 1.026 0.50
O -0.68380 1.46405 1.35871 0.245 -0.278 -0.673 -0.87
N -1.64453 2.96221 3.40301 0.227 -0.702 -0.972 0.05
C -0.58682 3.98023 3.42970 -0.068 0.054 0.133 -0.96
C -2.92836 3.51813 2.96706 -0.165 0.035 0.319 -0.95
N -0.05802 0.91478 3.82038 -0.314 -0.049 -0.859 0.25
C -0.24717 1.07189 5.24643 0.106 0.220 0.420 -1.05
C 1.32123 0.77988 3.37763 0.301 -0.131 0.255 -0.85
H -3.89875 -0.70496 3.84506 0.082 0.018 0.128 0.48
H -3.18734 0.51865 4.89547 0.079 -0.168 0.021 0.34
H -2.20898 -0.88926 4.34271 -0.144 0.067 0.100 0.28
H -2.88509 0.62477 0.78128 -0.196 0.031 0.282 0.23
H -3.60181 -0.78461 1.61130 0.155 0.059 -0.083 0.42
H -4.38511 0.77653 1.76584 0.192 0.059 -0.171 0.32
H -0.15128 4.20541 2.43533 -0.149 -0.185 0.412 0.22
H -1.05139 4.90051 3.81189 0.343 -0.208 -0.052 0.43
H 0.19484 3.67205 4.13771 -0.030 0.150 -0.329 0.29
H -2.96633 3.79858 1.89586 0.039 -0.171 0.368 0.27
H -3.72011 2.79497 3.20843 0.147 0.342 -0.242 0.26
H -3.08724 4.42644 3.56769 -0.182 -0.274 -0.270 0.43
H 0.70398 0.85654 5.72710 -0.009 -0.041 0.159 0.45
H -0.53150 2.10276 5.49368 -0.042 -0.275 0.122 0.36
H -0.99098 0.37412 5.63568 0.108 0.192 0.064 0.25
H 1.73440 -0.13866 3.80095 0.063 -0.111 -0.166 0.37
H 1.38454 0.75236 2.28530 -0.061 0.084 0.340 0.04
H 1.94898 1.59626 3.76305 -0.148 0.027 -0.222 0.39
```
Positions in Å, forces in eV/Å.



(2)
The following is a DFT calculation (the ωB97M-V functional and the def2-TZVPD basis) of a molecular structure, C11H19EuI2O3P at a distorted geometry.

Values from the calculation:
Net charge ... +2
HOMO energy (spin up / spin down) ... -11.989 / -12.101 eV
Energy above the lowest of the compared OMol25 structures with the same formula, charge and spin ... 0.0 kJ/mol
2S+1 ... 8
Expectation value of S² ... 15.784
Kohn-Sham gap (spin up / spin down) ... 1.936 / 2.259 eV
Total energy ... -62654.395 eV
LUMO level (spin up / spin down) ... -10.053 / -9.842 eV

The geometry in XYZ format:
```
37
Properties=species:S:1:pos:R:3:forces:R:3:mulliken_charge:R:1
C 1.49414 1.67365 1.16519 -0.075 -0.204 -0.011 -0.97
O 1.44851 0.47640 0.39713 -0.140 0.282 0.369 -0.20
C 2.39649 0.58899 -0.66937 -0.844 -0.109 0.020 -1.01
P 1.85998 -0.12421 -2.27985 1.072 0.920 -1.378 -0.17
C 0.19795 0.62039 -2.57668 0.074 -0.191 1.257 -1.25
C -0.92484 0.12291 -1.63276 -0.326 0.525 -1.067 -0.62
C -1.42879 1.16066 -0.62444 0.330 -0.866 0.403 -0.87
C -1.70816 0.49950 0.71969 0.055 0.466 -0.053 -0.16
O -3.16956 0.49906 0.99583 -0.213 -1.245 1.192 -0.47
C -3.42881 1.19175 2.15207 -0.247 1.750 -1.032 0.91
C -3.36025 0.42141 3.44286 -0.108 0.228 0.416 -1.17
O -3.66947 2.35812 2.15313 0.102 -0.864 0.229 -0.41
C 1.63372 -1.89954 -2.23277 -0.758 -1.159 0.691 -0.26
I 0.03999 -2.62336 -3.44547 0.306 0.272 -0.019 0.07
C 2.40078 -2.77416 -1.55773 -0.483 0.595 -0.649 0.35
C 3.56673 -2.31163 -0.74300 -0.024 -1.059 0.384 -1.14
I 2.05637 -4.83559 -1.59779 0.216 -0.010 0.143 0.10
H 1.07216 2.51276 0.61586 0.049 0.211 -0.250 0.42
H 2.51417 1.91516 1.44046 0.224 0.096 0.184 0.42
H 0.90282 1.56449 2.06533 -0.051 -0.280 0.289 0.21
H 2.54634 1.64924 -0.87082 -0.066 0.169 -0.413 0.57
H 3.36577 0.22853 -0.35414 0.225 -0.218 -0.056 0.59
H -0.06554 0.52351 -3.61702 0.036 -0.221 -0.296 0.43
H 0.36058 1.68332 -2.41641 0.086 0.254 -0.026 0.54
H -0.61733 -0.80301 -1.16767 0.155 -0.109 0.380 0.52
H -1.76371 -0.14423 -2.26665 -0.233 -0.203 -0.094 0.50
H -0.70332 1.94980 -0.48219 0.093 0.186 0.051 0.30
H -2.36186 1.60093 -0.94884 -0.123 0.262 -0.159 0.54
H -1.22647 1.01427 1.54608 0.108 0.197 0.065 0.39
H -1.38054 -0.53495 0.75432 0.104 -0.298 -0.196 0.09
H -2.35773 0.42959 3.86518 0.330 -0.093 -0.046 0.43
H -3.67797 -0.62222 3.32239 -0.290 4.371 1.531 0.12
H -4.00734 0.88866 4.17076 -0.278 0.013 0.261 0.48
H 4.03549 -3.18396 -0.30906 0.289 -0.101 0.139 0.48
H 3.21482 -1.71919 0.09153 0.083 0.312 0.114 0.20
H 4.32702 -1.81530 -1.33453 -0.020 0.393 -0.147 0.34
Eu -3.59618 -2.23784 2.77727 0.343 -4.273 -2.228 1.74
```
Positions in Å, forces in eV/Å.



(3)
The following is a DFT calculation (the ωB97M-V functional and the def2-TZVPD basis) of 2 unconnected molecules or ions with the total composition C11H19FNO5P at a distorted geometry.

Values from the calculation:
Net charge ... 0
HOMO energy ... -8.682 eV
Structure (SMILES) ... COCCCO[P@](=O)(O)OCN.Fc1ccccc1
Kohn-Sham gap ... 9.193 eV
Total energy ... -35450.277 eV
LUMO level ... 0.511 eV

The geometry in XYZ format:
```
38
Properties=species:S:1:pos:R:3:forces:R:3:mulliken_charge:R:1
C -0.78050 4.85259 -2.40138 -0.178 0.519 -0.124 -0.79
O -1.17850 4.11555 -1.24490 -0.304 -0.070 -1.007 -0.37
C -1.98363 3.01381 -1.67624 0.338 -0.446 0.570 -0.27
C -2.51805 2.23398 -0.42692 -0.415 0.248 -0.896 -0.67
C -2.38761 0.67765 -0.56787 -1.883 0.854 0.098 -0.59
O -1.50431 0.06548 0.38943 2.309 1.245 -1.701 -0.42
P 0.09567 0.39869 0.14861 1.188 -2.557 2.099 0.93
O 0.94533 -0.74160 0.66973 -1.306 2.106 -1.176 -0.62
O 0.44069 1.72236 1.06729 -1.189 -0.893 -1.750 -0.51
O 0.30693 0.63309 -1.47692 -0.568 0.428 2.579 -0.23
C 1.59796 1.15254 -1.80775 0.888 1.190 -1.832 -0.58
N 1.77561 2.55090 -1.39687 0.350 -1.147 -0.015 -0.38
H -1.35465 5.80166 -2.49537 0.159 -0.552 0.135 0.28
H 0.28475 5.14598 -2.34597 -0.417 -0.361 0.090 0.24
H -0.98063 4.26004 -3.31925 0.393 0.362 0.383 0.36
H -2.81105 3.36032 -2.33550 0.278 -0.060 0.519 0.39
H -1.35281 2.34922 -2.30690 -0.278 0.199 0.341 0.27
H -3.59810 2.48589 -0.37232 0.564 -0.289 0.201 0.40
H -2.07172 2.62246 0.50557 0.065 -0.296 -0.514 0.36
H -2.17601 0.40839 -1.61912 0.323 -0.039 0.605 0.36
H -3.39305 0.26614 -0.34856 0.720 -0.057 0.031 0.39
H 1.16813 1.48389 1.64857 0.175 -0.229 0.086 0.33
H 2.43289 0.50863 -1.47999 -0.664 0.192 0.390 0.42
H 1.63703 1.15100 -2.91797 -0.344 -0.534 0.590 0.30
H 2.73439 2.65613 -1.08829 -0.134 0.284 0.123 0.22
H 1.62028 3.16762 -2.18248 -0.031 0.040 0.107 0.20
F 1.93695 -6.71344 4.02447 0.030 -0.071 0.054 -0.32
C 1.51210 -5.70529 3.23691 -0.175 0.413 -0.323 0.23
C 2.43953 -4.83744 2.68836 0.183 -0.051 0.049 -0.31
C 2.00059 -3.80148 1.87282 -0.204 -0.151 0.093 -0.48
C 0.64313 -3.63894 1.62386 -0.170 -0.057 -0.095 -0.27
C -0.27687 -4.51633 2.18624 0.345 -0.022 0.023 -0.44
C 0.15857 -5.56025 2.99410 -0.128 -0.152 0.121 -0.33
H 3.49253 -4.97496 2.89999 -0.029 -0.041 0.013 0.39
H 2.71601 -3.11968 1.43156 -0.039 0.017 0.027 0.38
H 0.30627 -2.82901 0.99318 0.077 0.009 0.071 0.39
H -1.33489 -4.38747 1.99608 0.020 -0.031 0.008 0.36
H -0.54297 -6.25811 3.43378 0.049 -0.001 0.026 0.40
```
Positions in Å, forces in eV/Å.



(4)
The following is a DFT calculation (the ωB97M-V functional and the def2-TZVPD basis) of C11H19IS in the gas phase at a distorted geometry.

Values from the calculation:
Net charge ... 0
HOMO energy ... -8.319 eV
Structure (SMILES) ... C[C@]1(SI)CCCC12CCCCC2
Kohn-Sham gap ... 8.378 eV
Total energy ... -30649.563 eV
LUMO level ... 0.058 eV

The geometry in XYZ format:
```
32
Properties=species:S:1:pos:R:3:forces:R:3:mulliken_charge:R:1
C 2.03214 2.09213 -0.16703 1.727 -1.371 0.386 -0.77
C 2.19053 1.00949 0.99099 -3.123 -2.144 -5.180 -0.75
C 1.37509 1.57973 -1.42899 -2.850 2.308 0.888 -0.85
C -0.29827 -2.08264 -1.27522 0.264 0.654 0.252 -0.95
C 0.74412 0.51780 1.23311 -0.033 0.768 -0.114 -1.42
C -0.05497 1.03421 -1.06979 1.775 -0.712 -0.349 -2.06
C 0.81664 -1.24233 -0.64877 -1.427 -0.722 1.404 -1.45
C -1.36321 -1.99430 -0.19200 -2.958 -1.226 -4.133 -0.53
C 0.06137 -0.09452 -0.03982 0.364 1.381 1.845 2.11
C -1.29327 -0.66707 0.35126 -2.171 2.156 1.599 0.59
C -1.77191 -0.69941 1.82549 -2.954 1.519 -1.973 -1.96
S -2.67737 0.63121 -0.63689 0.772 -1.232 0.906 -0.03
I -4.83899 -0.15053 -0.07356 0.071 -0.178 0.083 -0.08
H 1.43567 2.89679 0.24049 0.017 0.406 0.172 0.33
H 3.06548 2.42669 -0.37554 -0.541 0.335 -0.091 0.36
H 2.71288 0.05209 0.61371 0.237 1.927 1.029 0.29
H 2.50070 1.60141 1.74317 1.825 0.910 3.101 0.51
H 1.13667 2.45964 -2.07887 0.648 -0.711 0.137 0.32
H 1.97792 0.89917 -1.92673 1.044 -1.235 -1.144 0.48
H -0.61847 -1.57058 -2.15891 -0.296 0.153 -0.767 0.26
H -0.03036 -3.08343 -1.52672 0.230 -0.736 -0.200 0.54
H 0.70717 -0.04185 2.17725 -0.230 -0.432 -0.549 0.26
H 0.10818 1.39552 1.37688 0.100 0.206 0.605 0.53
H -0.58192 1.86301 -0.59580 -0.305 0.009 -0.500 0.68
H -0.53711 0.58157 -1.95987 0.090 0.872 0.332 0.63
H 1.31191 -1.69409 0.20170 0.348 -0.840 -0.128 0.46
H 1.50417 -0.79263 -1.27357 1.657 -0.001 -1.561 0.39
H -2.46167 -2.29570 -0.51956 2.207 0.482 0.607 0.15
H -1.05362 -2.67120 0.50097 0.537 -2.004 2.488 0.52
H -2.00109 0.27097 2.18502 0.293 1.457 0.224 0.58
H -1.28661 -1.14194 2.61374 2.064 -1.591 1.177 0.51
H -2.81181 -1.08920 1.89387 0.619 -0.408 -0.547 0.35
```
Positions in Å, forces in eV/Å.